#w
# C3H9N3O2

2 unconnected molecules or ions with the total composition C3H9N3O2 (the ωB97M-V functional and the def2-TZVPD basis, OMol25).

As for the highest occupied orbital energy (spin up / spin down): -7.20 / -7.20 eV. The calculation puts the frontier orbital gap (spin up / spin down) at 7.3 / 7.3 eV. The LUMO energy (spin up / spin down) comes out at 0.07 / 0.06 eV. The spin multiplicity is 1.

Bonds (Å) are listed after each position.
Geometry (Å):
1 C -0.710 1.474 -0.514  C3 1.513, H9 1.114, H10 1.124, H11 1.077
2 C 0.086 -1.602 -0.729  N4 1.338, H12 1.101, H13 1.103
3 C -0.272 0.484 0.544  C1 1.513, N5 1.380, N6 1.358
4 N 1.185 -1.363 -1.454  C2 1.338, H14 1.029, H15 1.031
5 N -1.180 0.156 1.530  C3 1.380, H16 1.027, H17 0.990
6 N 1.011 0.295 0.946  C3 1.358, O7 1.265, O8 1.244
7 O 1.880 0.552 0.064  N6 1.265
8 O 1.293 -0.227 2.040  N6 1.244
9 H 0.217 2.016 -0.809  C1 1.114
10 H -1.194 0.894 -1.348  C1 1.124
11 H -1.462 2.031 0.019  C1 1.077
12 H -0.895 -1.503 -1.219  C2 1.101
13 H -0.033 -2.004 0.292  C2 1.103
14 H 0.777 -0.998 -2.325  N4 1.029
15 H 2.029 -0.912 -1.071  N4 1.031
16 H -2.067 0.656 1.664  N5 1.027
17 H -0.668 0.051 2.370  N5 0.990

For each atom in turn, the natural (NBO) charge in e is: atom 1 (C): -0.653, atom 2 (C): -0.046, atom 3 (C): 0.245, atom 4 (N): -0.713, atom 5 (N): -0.858, atom 6 (N): 0.389, atom 7 (O): -0.564, atom 8 (O): -0.529, atom 9 (H): 0.263, atom 10 (H): 0.209, atom 11 (H): 0.215, atom 12 (H): 0.188, atom 13 (H): 0.224, atom 14 (H): 0.390, atom 15 (H): 0.453, atom 16 (H): 0.381, atom 17 (H): 0.407

#x
# C3H9N3O2

2 unconnected molecules or ions with the total composition C3H9N3O2 (the ωB97M-V functional and the def2-TZVPD basis, OMol25).

As for the highest occupied orbital energy: -8.80 eV. The calculation puts the frontier orbital gap at 9.4 eV. Its structure (SMILES) is [H]/N=C(\C)N.NC(=O)O. The LUMO energy comes out at 0.55 eV. The spin multiplicity is 1.

Bonds (Å) are listed after each position.
Geometry (Å):
1 H 0.943 -1.843 1.042  N2 1.023
2 N 0.462 -1.028 1.432  H1 1.023, C3 1.319
3 C 0.788 0.074 0.784  N2 1.319, C4 1.509, N5 1.383
4 C 1.876 0.070 -0.261  C3 1.509, H6 1.093, H7 1.093, H8 1.093
5 N 0.533 1.275 1.421  C3 1.383, H9 1.015, H10 1.013
6 H 2.855 0.157 0.217  C4 1.093
7 H 1.847 -0.860 -0.833  C4 1.093
8 H 1.739 0.914 -0.942  C4 1.093
9 H -0.263 1.187 2.045  N5 1.015
10 H 0.425 2.062 0.792  N5 1.013
11 N -2.222 0.192 -0.130  C12 1.359, H15 1.009, H16 1.007
12 C -1.265 -0.549 -0.745  N11 1.359, O13 1.259, O14 1.350
13 O -1.124 -1.789 -0.574  C12 1.259
14 O -0.959 -0.002 -1.940  C12 1.350, H17 0.975
15 H -2.756 -0.260 0.597  N11 1.009
16 H -2.482 1.075 -0.539  N11 1.007
17 H -0.397 -0.675 -2.366  O14 0.975

For each atom in turn, the natural (NBO) charge in e is: atom 1 (H): 0.341, atom 2 (N): -0.671, atom 3 (C): 0.393, atom 4 (C): -0.691, atom 5 (N): -0.804, atom 6 (H): 0.240, atom 7 (H): 0.225, atom 8 (H): 0.211, atom 9 (H): 0.391, atom 10 (H): 0.366, atom 11 (N): -0.844, atom 12 (C): 0.869, atom 13 (O): -0.660, atom 14 (O): -0.697, atom 15 (H): 0.421, atom 16 (H): 0.404, atom 17 (H): 0.504

#y
# C3H9N3O2

2 unconnected molecules or ions with the total composition C3H9N3O2 (the ωB97M-V functional and the def2-TZVPD basis, OMol25).

As for the highest occupied orbital energy (spin up / spin down): -9.46 / -9.46 eV. The calculation puts the frontier orbital gap (spin up / spin down) at 8.6 / 8.6 eV. The LUMO energy (spin up / spin down) comes out at -0.91 / -0.91 eV. The spin multiplicity is 1.

Bonds (Å) are listed after each position.
Geometry (Å):
1 C 2.175 0.015 0.039  N4 1.454, H12 1.086, H13 1.094, H14 1.088
2 C -1.642 0.098 1.625  C5 1.492, H15 1.087, H16 1.090, H17 1.091
3 N -0.075 0.551 -0.256  N4 1.263, C5 1.466, O6 1.366
4 N 0.766 -0.172 0.348  C1 1.454, N3 1.263
5 C -1.456 0.603 0.233  C2 1.492, N3 1.466, N8 1.255
6 O 0.082 0.699 -1.604  N3 1.366, H9 1.134
7 O 0.473 -1.671 -1.185  H10 0.963
8 N -2.379 1.051 -0.491  C5 1.255, H11 1.021
9 H 0.286 -0.403 -1.777  O6 1.134
10 H 1.271 -2.151 -1.432  O7 0.963
11 H -2.038 1.299 -1.421  N8 1.021
12 H 2.673 -0.932 0.227  C1 1.086
13 H 2.542 0.749 0.764  C1 1.094
14 H 2.385 0.359 -0.972  C1 1.088
15 H -2.677 0.263 1.911  C2 1.087
16 H -0.974 0.607 2.321  C2 1.090
17 H -1.411 -0.967 1.670  C2 1.091

For each atom in turn, the natural (NBO) charge in e is: atom 1 (C): -0.453, atom 2 (C): -0.678, atom 3 (N): 0.129, atom 4 (N): 0.047, atom 5 (C): 0.416, atom 6 (O): -0.580, atom 7 (O): -1.034, atom 8 (N): -0.577, atom 9 (H): 0.499, atom 10 (H): 0.453, atom 11 (H): 0.370, atom 12 (H): 0.232, atom 13 (H): 0.225, atom 14 (H): 0.220, atom 15 (H): 0.246, atom 16 (H): 0.232, atom 17 (H): 0.252

Which of them is most stable, and which least? Most stable: #x; least stable: #w.

#w
# C5H13O2

2 unconnected molecules or ions with the total composition C5H13O2 (the ωB97M-V functional and the def2-TZVPD basis, OMol25).

As for the highest occupied orbital energy (spin up / spin down): -10.67 / -10.44 eV. The calculation puts the frontier orbital gap (spin up / spin down) at 11.5 / 8.5 eV. The LUMO energy (spin up / spin down) comes out at 0.82 / -1.97 eV. The spin multiplicity is 2.

Bonds (Å) are listed after each position.
Geometry (Å):
1 C 0.006 0.715 1.539  O2 1.323, C3 1.545, H7 1.118, H8 1.107
2 O -1.063 -0.062 1.601  C1 1.323
3 C 0.447 1.474 0.267  C1 1.545, C4 1.570, H9 1.097, H10 1.082
4 C 1.422 0.691 -0.683  C3 1.570, C5 1.522, H11 1.086, H12 1.085
5 C 0.834 -0.647 -1.105  C4 1.522, C6 1.573, H13 1.086, H14 1.095
6 C -0.009 -0.713 -2.432  C5 1.573, H15 1.090, H16 1.076, H17 1.068
7 H -0.223 1.616 2.161  C1 1.118
8 H 0.900 0.312 2.054  C1 1.107
9 H 1.115 2.268 0.625  C3 1.097
10 H -0.393 1.949 -0.221  C3 1.082
11 H 2.358 0.584 -0.142  C4 1.086
12 H 1.497 1.442 -1.463  C4 1.085
13 H 0.252 -1.028 -0.272  C5 1.086
14 H 1.632 -1.364 -1.319  C5 1.095
15 H -0.196 0.314 -2.744  C6 1.090
16 H -0.927 -1.222 -2.193  C6 1.076
17 H 0.509 -1.266 -3.185  C6 1.068
18 H -3.404 -1.399 2.735  O20 0.969
19 H -1.990 -1.569 2.262  O20 0.970
20 O -2.765 -2.094 2.514  H18 0.969, H19 0.970

For each atom in turn, the natural (NBO) charge in e is: atom 1 (C): -0.133, atom 2 (O): -0.335, atom 3 (C): -0.406, atom 4 (C): -0.393, atom 5 (C): -0.409, atom 6 (C): -0.603, atom 7 (H): 0.266, atom 8 (H): 0.164, atom 9 (H): 0.205, atom 10 (H): 0.212, atom 11 (H): 0.205, atom 12 (H): 0.211, atom 13 (H): 0.201, atom 14 (H): 0.205, atom 15 (H): 0.198, atom 16 (H): 0.214, atom 17 (H): 0.207, atom 18 (H): 0.460, atom 19 (H): 0.485, atom 20 (O): -0.954

#x
# C5H13O2

2 unconnected molecules or ions with the total composition C5H13O2 (the ωB97M-V functional and the def2-TZVPD basis, OMol25).

As for the highest occupied orbital energy (spin up / spin down): -10.49 / -9.96 eV. The calculation puts the frontier orbital gap (spin up / spin down) at 11.2 / 8.5 eV. The LUMO energy (spin up / spin down) comes out at 0.73 / -1.44 eV. The spin multiplicity is 2.

Bonds (Å) are listed after each position.
Geometry (Å):
1 C -2.096 -1.180 -0.851  O2 1.338, C3 1.565, H7 1.094, H8 1.097
2 O -3.175 -0.532 -1.303  C1 1.338
3 C -0.945 -0.231 -0.377  C1 1.565, C4 1.513, H9 1.095, H10 1.098
4 C 0.355 -0.976 -0.169  C3 1.513, C5 1.537, H11 1.096, H12 1.081
5 C 1.372 -0.181 0.666  C4 1.537, C6 1.566, H13 1.090, H14 1.094
6 C 1.414 -0.612 2.171  C5 1.566, H15 1.087, H16 1.088, H17 1.086
7 H -1.647 -1.747 -1.673  C1 1.094
8 H -2.267 -1.875 -0.020  C1 1.097
9 H -0.787 0.551 -1.127  C3 1.095
10 H -1.336 0.272 0.517  C3 1.098
11 H 0.152 -1.946 0.299  C4 1.096
12 H 0.769 -1.240 -1.132  C4 1.081
13 H 2.384 -0.330 0.291  C5 1.090
14 H 1.126 0.882 0.592  C5 1.094
15 H 1.453 0.277 2.795  C6 1.087
16 H 0.599 -1.284 2.430  C6 1.088
17 H 2.356 -1.116 2.366  C6 1.086
18 H 0.352 4.267 -2.358  O20 0.962
19 H 0.124 3.050 -1.479  O20 0.970
20 O -0.201 3.950 -1.638  H18 0.962, H19 0.970

For each atom in turn, the natural (NBO) charge in e is: atom 1 (C): -0.119, atom 2 (O): -0.270, atom 3 (C): -0.389, atom 4 (C): -0.405, atom 5 (C): -0.394, atom 6 (C): -0.611, atom 7 (H): 0.214, atom 8 (H): 0.144, atom 9 (H): 0.200, atom 10 (H): 0.208, atom 11 (H): 0.195, atom 12 (H): 0.203, atom 13 (H): 0.206, atom 14 (H): 0.196, atom 15 (H): 0.211, atom 16 (H): 0.204, atom 17 (H): 0.207, atom 18 (H): 0.467, atom 19 (H): 0.465, atom 20 (O): -0.932

Which of them is most stable, and which least? Most stable: #x; least stable: #w.

#w
# C5H8F2O2

A single C5H8F2O2 molecule (the ωB97M-V functional and the def2-TZVPD basis, OMol25).

As for the highest occupied orbital energy: -9.68 eV. The calculation puts the frontier orbital gap at 10.5 eV. Its structure (SMILES) is CC(=O)[C@H](O)C(C)(F)F. The LUMO energy comes out at 0.81 eV. The spin multiplicity is 1.

Bonds (Å) are listed after each position.
Geometry (Å):
1 C -1.743 1.544 -0.422  C2 1.510, H10 1.185, H11 1.077, H12 1.026
2 C -1.509 0.150 0.108  C1 1.510, O3 1.215, C4 1.512
3 O -2.127 -0.380 1.010  C2 1.215
4 C -0.398 -0.667 -0.512  C2 1.512, O5 1.331, C6 1.884, H13 1.019
5 O -0.366 -1.930 -0.091  C4 1.331, H14 0.964
6 C 1.119 0.239 0.141  C4 1.884, C7 1.527, F8 1.315, F9 1.377
7 C 2.069 -0.941 0.335  C6 1.527, H15 1.193, H16 1.077, H17 1.151
8 F 1.402 1.276 -0.616  C6 1.315
9 F 0.937 0.789 1.390  C6 1.377
10 H -2.820 1.963 -0.158  C1 1.185
11 H -0.900 2.114 -0.068  C1 1.077
12 H -1.478 1.643 -1.408  C1 1.026
13 H -0.334 -0.423 -1.499  C4 1.019
14 H -1.088 -1.930 0.548  O5 0.964
15 H 3.164 -0.508 0.146  C7 1.193
16 H 1.894 -1.747 -0.357  C7 1.077
17 H 2.175 -1.191 1.454  C7 1.151

For each atom in turn, the natural (NBO) charge in e is: atom 1 (C): -0.727, atom 2 (C): 0.558, atom 3 (O): -0.569, atom 4 (C): -0.009, atom 5 (O): -0.681, atom 6 (C): 0.685, atom 7 (C): -0.705, atom 8 (F): -0.329, atom 9 (F): -0.365, atom 10 (H): 0.250, atom 11 (H): 0.259, atom 12 (H): 0.230, atom 13 (H): 0.178, atom 14 (H): 0.500, atom 15 (H): 0.222, atom 16 (H): 0.244, atom 17 (H): 0.260

#x
# C5H8F2O2

A single C5H8F2O2 molecule (the ωB97M-V functional and the def2-TZVPD basis, OMol25).

As for the highest occupied orbital energy: -10.67 eV. The calculation puts the frontier orbital gap at 11.6 eV. Its structure (SMILES) is C[C@H](F)C1(F)OCCO1. The LUMO energy comes out at 0.90 eV. The spin multiplicity is 1.

Bonds (Å) are listed after each position.
Geometry (Å):
1 C 2.232 -1.163 0.202  C2 1.513, H10 1.070, H11 1.084, H12 1.057
2 C 1.437 -0.068 -0.473  C1 1.513, F3 1.437, C4 1.517, H13 1.051
3 F 2.021 1.241 -0.354  C2 1.437
4 C 0.083 0.131 0.180  C2 1.517, F5 1.398, O6 1.409, O9 1.340
5 F 0.210 0.314 1.560  C4 1.398
6 O -0.872 -0.902 0.108  C4 1.409, C7 1.415
7 C -2.110 -0.223 0.017  O6 1.415, C8 1.546, H14 1.058, H15 1.144
8 C -1.734 1.271 -0.108  C7 1.546, O9 1.399, H16 1.139, H17 1.157
9 O -0.358 1.277 -0.359  C4 1.340, C8 1.399
10 H 2.626 -0.965 1.176  C1 1.070
11 H 2.983 -1.486 -0.510  C1 1.084
12 H 1.608 -2.013 0.122  C1 1.057
13 H 1.269 -0.074 -1.510  C2 1.051
14 H -2.613 -0.368 0.936  C7 1.058
15 H -2.805 -0.574 -0.821  C7 1.144
16 H -2.023 1.812 -1.069  C8 1.139
17 H -1.954 1.792 0.902  C8 1.157

For each atom in turn, the natural (NBO) charge in e is: atom 1 (C): -0.654, atom 2 (C): 0.172, atom 3 (F): -0.367, atom 4 (C): 0.773, atom 5 (F): -0.381, atom 6 (O): -0.501, atom 7 (C): -0.108, atom 8 (C): -0.121, atom 9 (O): -0.482, atom 10 (H): 0.244, atom 11 (H): 0.220, atom 12 (H): 0.231, atom 13 (H): 0.195, atom 14 (H): 0.185, atom 15 (H): 0.188, atom 16 (H): 0.213, atom 17 (H): 0.193

Which of them is most stable, and which least? Most stable: #x; least stable: #w.

#w
# C3H3FO2

2 unconnected molecules or ions with the total composition C3H3FO2 (the ωB97M-V functional and the def2-TZVPD basis, OMol25).

As for the highest occupied orbital energy: -9.17 eV. The calculation puts the frontier orbital gap at 9.6 eV. The LUMO energy comes out at 0.43 eV. The spin multiplicity is 1.

Bonds (Å) are listed after each position.
Geometry (Å):
1 C -1.491 -0.201 -0.677  C3 1.265, O4 1.166
2 C 1.305 0.462 0.399  O5 1.349, F6 1.316
3 C -1.623 -0.555 0.530  C1 1.265, H7 1.166, H9 0.986
4 O -1.370 -0.082 -1.831  C1 1.166
5 O 2.336 0.322 -0.460  C2 1.349, H8 0.977
6 F 1.698 1.434 1.194  C2 1.316
7 H -0.650 -0.384 1.151  C3 1.166
8 H 2.287 -0.241 -1.257  O5 0.977
9 H -2.491 -0.756 0.951  C3 0.986

For each atom in turn, the natural (NBO) charge in e is: atom 1 (C): 0.709, atom 2 (C): 0.543, atom 3 (C): -0.781, atom 4 (O): -0.487, atom 5 (O): -0.707, atom 6 (F): -0.327, atom 7 (H): 0.283, atom 8 (H): 0.525, atom 9 (H): 0.243

#x
# C3H3FO2

2 unconnected molecules or ions with the total composition C3H3FO2 (the ωB97M-V functional and the def2-TZVPD basis, OMol25).

As for the highest occupied orbital energy (spin up / spin down): -9.79 / -9.79 eV. The calculation puts the frontier orbital gap (spin up / spin down) at 9.2 / 9.2 eV. The LUMO energy (spin up / spin down) comes out at -0.60 / -0.60 eV. The spin multiplicity is 1.

Bonds (Å) are listed after each position.
Geometry (Å):
1 C -3.097 1.327 0.025  C2 1.208, H7 1.034
2 C -3.573 0.218 0.075  C1 1.208, F6 1.299
3 C 0.986 -0.410 -0.028  O5 1.253, H8 1.098, H9 1.045
4 O -0.907 -1.667 -0.141  O5 1.291
5 O -0.009 -0.978 0.481  C3 1.253, O4 1.291
6 F -4.448 -0.739 -0.004  C2 1.299
7 H -2.213 1.773 -0.275  C1 1.034
8 H 1.671 0.028 0.710  C3 1.098
9 H 1.118 -0.091 -1.014  C3 1.045

For each atom in turn, the natural (NBO) charge in e is: atom 1 (C): -0.420, atom 2 (C): 0.451, atom 3 (C): 0.100, atom 4 (O): -0.400, atom 5 (O): -0.040, atom 6 (F): -0.261, atom 7 (H): 0.225, atom 8 (H): 0.171, atom 9 (H): 0.172

#y
# C3H3FO2

A single C3H3FO2 molecule (the ωB97M-V functional and the def2-TZVPD basis, OMol25).

As for the highest occupied orbital energy: -10.88 eV. The calculation puts the frontier orbital gap at 11.4 eV. Its structure (SMILES) is C=C(F)C(=O)O. The LUMO energy comes out at 0.49 eV. The spin multiplicity is 1.

Bonds (Å) are listed after each position.
Geometry (Å):
1 C 1.416 1.094 -0.065  C2 1.285, H7 1.067, H8 1.087
2 C 0.695 0.035 0.031  C1 1.285, F3 1.317, C4 1.535
3 F 1.372 -1.094 0.042  C2 1.317
4 C -0.832 -0.112 0.012  C2 1.535, O5 1.164, O6 1.313
5 O -1.318 -1.168 -0.051  C4 1.164
6 O -1.511 1.012 0.001  C4 1.313, H9 0.962
7 H 1.056 2.097 -0.003  C1 1.067
8 H 2.501 1.148 -0.116  C1 1.087
9 H -0.953 1.745 0.279  O6 0.962

For each atom in turn, the natural (NBO) charge in e is: atom 1 (C): -0.451, atom 2 (C): 0.277, atom 3 (F): -0.304, atom 4 (C): 0.726, atom 5 (O): -0.513, atom 6 (O): -0.649, atom 7 (H): 0.193, atom 8 (H): 0.231, atom 9 (H): 0.489

Which of them is most stable, and which least? Most stable: #y; least stable: #x.